No. 1
Here is a structure of composition C27H24N6NaO4S3 from the Open Molecules 2025 dataset. Energies are from the ωB97M-V functional and the def2-TZVPD basis.

Values from the calculation:
* E_HOMO: -0.1404 Eh
* orbital gap: 0.202 Ha
* energy relative to the best compared isomer or geometry (same formula, charge and spin): 0.365 eV
* electronic energy: -82444.934 eV
* net charge: -1
* largest force on an atom: 0.49 eV/Å
* LUMO level: 1.68 eV

Geometry as XYZ:
```
65
Properties=species:S:1:pos:R:3:forces:R:3:nbo_charge:R:1
Na 0.18522 -1.08989 -1.59565 -0.2 -0.1 0.4 0.89
C 2.31771 -3.42148 -0.77727 0.0 0.0 0.0 -0.66
C 0.98090 -4.09279 -0.59264 0.0 0.0 0.1 0.22
C 0.89434 -5.48293 -0.35106 0.0 0.0 0.0 -0.29
C -0.33859 -6.04237 -0.20897 0.0 0.0 0.0 -0.14
C -1.50343 -5.24608 -0.28742 0.0 0.0 0.0 -0.01
C -2.78800 -5.80988 -0.14116 0.0 0.0 0.0 -0.29
C -3.87537 -4.98072 -0.21310 0.0 0.1 0.0 -0.19
C -3.72293 -3.60241 -0.41544 0.1 -0.1 0.0 -0.27
C -2.48541 -2.97603 -0.55962 -0.2 0.0 0.0 -0.12
S -2.40927 -1.25631 -0.75551 0.1 -0.1 -0.1 -0.49
C -1.33543 -3.85211 -0.50921 0.1 0.0 0.0 0.09
N -0.08281 -3.32903 -0.66170 -0.1 0.0 -0.2 -0.48
H 3.14226 -4.10855 -0.58984 0.0 0.0 0.0 0.21
H 2.42487 -2.56007 -0.11442 0.0 0.0 0.0 0.25
H 2.42522 -3.05252 -1.80039 0.0 0.0 0.0 0.22
H 1.79844 -6.07507 -0.28911 0.0 0.0 0.0 0.21
H -0.45074 -7.10652 -0.03021 0.0 0.0 0.0 0.20
H -2.88600 -6.87611 0.02391 0.0 0.0 0.0 0.19
H -4.87700 -5.38211 -0.10774 0.0 0.0 0.0 0.20
H -4.60522 -2.97754 -0.45731 0.0 0.0 0.0 0.21
C 4.25858 2.56870 2.06739 0.0 0.0 -0.1 -0.40
N 3.36614 2.68971 0.93804 0.0 0.0 0.1 -0.38
C 2.55203 3.77495 0.64621 0.0 -0.2 0.0 -0.10
C 1.86400 3.44779 -0.46621 0.0 0.0 0.0 -0.08
N 2.26533 2.18456 -0.84449 -0.2 0.2 -0.4 -0.56
C 3.18906 1.70127 0.01031 0.2 -0.1 0.2 0.26
S 3.96923 0.21262 0.01390 0.0 0.1 -0.1 -0.35
H 4.07335 3.39894 2.74756 0.0 0.0 0.0 0.19
H 5.29878 2.58516 1.74090 0.0 0.0 0.0 0.22
H 4.08055 1.61714 2.56835 0.0 0.0 0.0 0.23
H 2.54516 4.66528 1.24810 0.0 0.0 0.0 0.22
H 1.12159 3.99403 -1.01966 0.0 0.0 0.0 0.24
H 1.79152 1.66178 -1.61112 0.1 -0.1 0.1 0.49
O -0.58913 -0.04970 -4.14826 -0.1 0.0 -0.1 -0.67
C -0.29127 0.83930 -3.35751 0.3 0.2 0.1 0.75
O 0.71237 0.83540 -2.56260 -0.1 0.0 0.0 -0.86
C -1.18446 2.06687 -3.25024 0.0 -0.1 0.0 -0.10
C -1.38644 2.67497 -2.01418 0.0 0.0 -0.1 -0.14
C -2.19395 3.79280 -1.90401 0.0 0.0 0.0 -0.20
C -2.77853 4.29645 -3.05420 -0.1 0.0 0.0 0.00
C -2.60932 3.70460 -4.29324 0.0 -0.1 0.0 -0.20
C -1.81563 2.57209 -4.37874 0.0 0.0 0.0 -0.18
N -3.61302 5.50287 -2.95373 0.3 0.3 -0.1 0.54
O -4.14347 5.91745 -3.96813 -0.1 -0.1 0.1 -0.39
O -3.68610 6.05867 -1.87254 -0.1 -0.1 0.0 -0.39
H -0.92111 2.24458 -1.13805 0.0 0.0 0.0 0.22
H -2.37982 4.26955 -0.95303 0.0 0.0 0.0 0.24
H -3.09781 4.12588 -5.15938 0.0 0.0 0.0 0.24
H -1.67876 2.05633 -5.31956 0.0 0.0 0.0 0.24
N 1.20041 1.45931 5.62310 -0.1 -0.1 0.0 -0.76
C 0.44346 0.40606 5.26285 0.0 0.0 -0.1 0.11
S -0.37244 -0.50214 6.36431 0.0 0.0 0.0 -0.15
C 0.41415 0.14669 3.79280 0.0 0.1 0.1 -0.11
C 0.27678 -1.14023 3.29604 0.0 0.0 0.0 -0.21
C 0.31042 -1.33688 1.92430 0.0 0.0 0.0 0.06
N 0.46523 -0.35311 1.04024 0.0 0.0 0.0 -0.41
C 0.54516 0.88218 1.52080 0.0 0.1 0.0 0.03
C 0.52959 1.18534 2.87256 0.0 -0.1 0.0 -0.22
H 1.29331 1.67250 6.60124 0.0 0.0 0.0 0.41
H 1.81875 1.88968 4.96005 0.1 0.1 0.0 0.40
H 0.15516 -1.97319 3.97410 0.0 0.0 0.0 0.24
H 0.20411 -2.33094 1.51022 0.0 0.0 0.0 0.21
H 0.62463 1.68406 0.79633 -0.1 -0.1 0.1 0.20
H 0.56365 2.22113 3.18307 0.0 0.0 0.0 0.20
```
Forces are in eV/Å.

***

No. 2
Here is a cluster of 2 separate species, C27H24O5S2 in total at a distorted geometry from the Open Molecules 2025 dataset. Energies are from the ωB97M-V functional and the def2-TZVPD basis.

Values from the calculation:
* E_HOMO: -0.2327 Eh
* orbital gap: 0.127 Ha
* energy relative to the best compared isomer or geometry (same formula, charge and spin): 1.225 eV
* electronic energy: -60290.270 eV
* largest force on an atom: 2.44 eV/Å
* LUMO level: -2.88 eV

Geometry as XYZ:
```
58
Properties=species:S:1:pos:R:3:forces:R:3:nbo_charge:R:1
C 1.22870 -2.53617 1.49033 0.7 0.6 -1.7 -0.23
O 1.84019 -2.17569 0.16693 0.5 -1.5 1.8 -0.55
C 1.28920 -1.30134 -0.66691 -1.5 1.0 -0.6 -0.48
S 2.50068 -0.34405 -1.59836 -0.7 -0.4 0.5 2.14
C 2.80986 1.00878 -0.47219 0.2 -0.1 0.2 -0.33
C 1.89761 2.06088 -0.43489 0.1 0.0 0.0 -0.13
C 2.12102 3.12321 0.43413 -0.1 -0.2 -0.1 -0.24
C 3.22537 3.11106 1.28475 0.1 -0.1 0.0 -0.21
C 4.11986 2.03978 1.25720 -0.1 0.0 0.0 -0.22
C 3.91657 0.97879 0.37368 -0.1 0.1 -0.1 -0.19
O 3.72883 -1.09789 -1.73695 -0.4 0.4 0.1 -0.93
O 1.83991 0.22486 -2.75330 0.3 -0.2 0.4 -0.94
S -0.18381 -1.79716 -1.56966 1.5 0.5 -0.7 2.12
C 0.41562 -2.35067 -3.17732 -0.3 -0.2 -0.2 -0.31
C 0.03955 -1.62907 -4.31120 0.1 -0.1 0.0 -0.18
C 0.59140 -1.94938 -5.54860 0.0 -0.1 0.3 -0.20
C 1.53382 -2.97585 -5.64118 -0.1 0.0 0.1 -0.22
C 1.86508 -3.73103 -4.51272 -0.1 0.1 0.1 -0.16
C 1.29746 -3.42781 -3.27503 -0.1 0.2 0.0 -0.20
O -0.81737 -2.89593 -0.86172 0.2 0.5 -0.1 -0.95
O -0.91640 -0.58670 -1.88995 -0.6 -0.3 0.3 -0.99
H 2.07327 -2.92271 2.06382 -0.2 0.1 0.0 0.19
H 0.80450 -1.63374 1.94419 0.0 -0.1 -0.1 0.17
H 0.47839 -3.30971 1.31654 0.0 0.2 0.1 0.21
H 1.02369 2.02954 -1.08267 0.2 0.0 0.1 0.24
H 1.41374 3.94890 0.45457 0.1 -0.1 0.0 0.22
H 3.38250 3.93599 1.97756 0.0 -0.1 -0.1 0.21
H 4.98146 2.02409 1.92280 -0.2 0.0 -0.1 0.22
H 4.60084 0.13332 0.32789 -0.1 0.2 0.0 0.24
H -0.66308 -0.80556 -4.21596 0.2 -0.2 0.0 0.24
H 0.27539 -1.37716 -6.42160 0.2 -0.2 0.2 0.21
H 2.00323 -3.19368 -6.59939 -0.1 0.0 0.2 0.21
H 2.56257 -4.56455 -4.58700 -0.1 0.2 0.0 0.21
H 1.53348 -4.00410 -2.38273 0.1 0.1 -0.2 0.23
C -1.99152 0.63844 0.63230 -1.0 0.5 -0.6 0.08
C -2.94182 -0.05488 1.43139 0.0 -0.5 0.7 -0.08
C -3.77158 -1.07559 0.87786 0.3 0.2 -0.1 -0.11
C -4.71626 -1.72883 1.65327 -0.1 0.0 0.1 -0.24
C -4.85534 -1.42873 3.01885 0.4 0.1 -0.3 -0.12
C -4.05451 -0.43293 3.59321 0.1 0.1 -0.2 -0.24
C -3.14809 0.26887 2.81214 0.1 -0.1 -0.1 -0.14
C -1.33763 1.81553 1.15463 1.2 0.7 0.8 -0.13
C -1.69432 3.13062 0.74336 -0.3 -1.0 0.1 -0.17
C -1.46817 4.19972 1.60549 0.3 0.0 0.2 -0.22
C -0.71392 4.01338 2.77276 0.0 -0.2 -0.1 -0.21
C -0.13917 2.76451 3.04455 0.1 0.2 -0.1 -0.15
C -0.44275 1.67409 2.24519 -0.7 0.1 -0.2 -0.20
H -2.03037 0.48963 -0.44166 0.1 -0.2 0.0 0.27
H -3.63902 -1.31613 -0.17554 0.0 -0.1 0.2 0.24
H -5.35704 -2.48959 1.20705 0.2 0.2 0.1 0.23
H -5.57215 -1.97090 3.63623 0.2 0.1 -0.2 0.23
H -4.14257 -0.19124 4.65363 -0.1 0.0 -0.3 0.23
H -2.58758 1.09553 3.25007 -0.2 -0.3 -0.1 0.23
H -2.25295 3.25361 -0.18763 0.0 0.0 0.4 0.23
H -1.89712 5.18241 1.39089 0.3 -0.4 -0.1 0.23
H -0.55085 4.84073 3.46493 0.0 -0.2 -0.3 0.22
H 0.53355 2.63201 3.89271 -0.2 0.1 -0.2 0.22
H -0.04193 0.68051 2.44927 -0.1 0.3 0.1 0.23
```
Forces are in eV/Å.

***

No. 3
Here is a structure of composition C27H25AsCrN4O5SSe from the Open Molecules 2025 dataset. Energies are from the ωB97M-V functional and the def2-TZVPD basis.

Values from the calculation:
* E_HOMO (alpha / beta): -0.2620 / -0.3038 Eh
* orbital gap (alpha / beta): 0.266 / 0.307 Ha
* energy relative to the best compared isomer or geometry (same formula, charge and spin): 0.265 eV
* electronic energy: -210043.961 eV
* expectation value of S²: 6.011
* largest force on an atom: 0.50 eV/Å
* LUMO level (alpha / beta): 0.10 / 0.09 eV
* multiplicity: 5

Geometry as XYZ:
```
65
Properties=species:S:1:pos:R:3:forces:R:3:mulliken_spin:R:1
Cr 0.14332 -1.76641 -0.59510 -0.1 0.2 0.4 3.91
O 0.62513 -3.73614 -0.02320 -0.1 0.1 -0.3 0.01
Se -0.65173 -4.17065 -1.08298 0.1 -0.2 0.0 0.02
O -1.23462 -5.63161 -0.79439 0.0 0.1 0.0 0.00
O -1.64294 -2.88099 -0.68841 0.2 -0.1 -0.3 0.00
O -0.02529 -3.85792 -2.55831 -0.1 -0.2 0.1 0.02
O -0.48053 -0.07015 -1.51682 -0.1 0.0 0.2 0.03
As -1.15549 1.20248 -0.66329 0.0 0.0 -0.1 -0.06
C -1.77929 2.41693 -2.00230 0.0 0.0 0.0 0.00
C -1.62684 2.04728 -3.33196 0.0 0.0 0.0 0.00
C -2.09227 2.89410 -4.33003 0.0 0.0 0.0 0.00
C -2.70224 4.09320 -3.99439 0.0 0.0 0.0 0.00
C -2.85208 4.45605 -2.66142 0.0 0.0 0.0 0.00
C -2.39180 3.61643 -1.65980 0.0 0.0 0.0 0.00
C 0.25365 2.08705 0.29025 0.1 0.0 0.0 0.01
C 0.21888 2.53635 1.60347 0.0 0.0 0.0 0.00
C 1.34347 3.13673 2.15199 0.0 0.0 0.0 0.00
C 2.49755 3.27808 1.39675 0.0 0.0 0.0 0.00
C 2.53560 2.81982 0.08770 0.0 0.0 0.0 0.00
C 1.41556 2.22352 -0.46784 0.0 0.0 0.0 0.00
C -2.67568 0.61422 0.33150 0.0 -0.1 0.0 0.00
C -3.36575 -0.43583 -0.26771 0.1 0.0 0.0 0.02
C -4.49885 -0.94347 0.34762 0.0 0.0 0.0 0.00
C -4.94313 -0.39842 1.54240 0.0 0.0 0.0 0.00
C -4.25404 0.65043 2.13462 0.0 0.0 0.0 0.00
C -3.11246 1.15768 1.53440 -0.1 0.0 0.0 0.00
H -1.15147 1.10412 -3.57180 0.0 0.0 0.0 0.00
H -1.97972 2.61223 -5.36863 0.0 0.0 0.0 0.00
H -3.06693 4.74975 -4.77372 0.0 0.0 0.0 0.00
H -3.32927 5.39213 -2.40283 0.0 0.0 0.0 0.00
H -2.51528 3.90290 -0.62108 0.0 0.0 0.0 0.00
H -0.65214 2.39735 2.22308 0.0 0.0 0.0 0.00
H 1.31969 3.47880 3.17798 0.0 0.0 0.0 0.00
H 3.37426 3.73816 1.83434 0.0 0.0 0.0 0.00
H 3.43900 2.91590 -0.50020 0.0 0.0 0.0 0.00
H 1.44853 1.84517 -1.48346 0.0 0.0 0.0 0.00
H -2.99100 -0.89307 -1.17489 0.0 0.0 0.0 0.00
H -5.01851 -1.77993 -0.09928 0.0 0.0 0.0 0.00
H -5.82568 -0.80075 2.02271 0.0 0.0 0.0 0.00
H -4.59794 1.06575 3.07259 0.0 0.0 0.0 0.00
H -2.58101 1.96287 2.01710 0.0 0.1 0.0 0.00
N 1.90217 -1.64397 -3.12759 0.1 0.0 0.1 0.00
C 2.68113 -1.17620 -2.11844 0.0 -0.1 -0.1 0.00
C 3.96835 -0.65178 -2.35393 -0.1 0.0 0.0 -0.01
C 4.74129 -0.27955 -1.28468 0.0 0.0 0.0 0.00
C 4.24815 -0.41439 0.01705 0.0 0.0 0.0 0.00
C 2.96575 -0.88040 0.16328 0.0 0.2 -0.1 0.03
N 2.18293 -1.22136 -0.87333 -0.1 -0.1 0.1 -0.03
H 2.34310 -1.75159 -4.02453 0.0 0.0 0.0 0.00
H 1.19637 -2.35425 -2.91293 0.0 0.0 0.0 -0.01
H 4.33724 -0.58498 -3.36856 0.0 0.0 0.0 0.00
H 5.73926 0.10488 -1.45479 0.0 0.0 0.0 0.00
H 4.83421 -0.14604 0.88309 0.0 0.0 0.0 0.00
H 2.49868 -0.95331 1.13845 0.0 0.0 0.0 -0.02
S -0.30910 -1.03265 1.99633 0.1 0.2 0.1 0.06
C 0.53926 -2.09894 2.98936 0.0 -0.1 0.0 0.00
N 0.80211 -3.36780 2.55019 0.1 0.1 -0.2 0.00
C 1.40189 -4.29429 3.30318 0.0 0.0 0.1 -0.01
C 1.77610 -3.98742 4.58072 0.0 0.0 -0.1 0.00
C 1.52965 -2.66507 4.97616 0.0 0.0 0.1 0.00
N 0.95177 -1.75008 4.23221 -0.1 0.0 0.0 0.00
H 0.60494 -3.58029 1.52910 -0.2 -0.1 0.0 0.00
H 1.55524 -5.25548 2.83118 0.0 0.0 0.0 0.00
H 2.25194 -4.70578 5.22796 0.0 0.0 0.0 0.00
H 1.83695 -2.33942 5.96584 0.0 0.0 0.0 0.00
```
Forces are in eV/Å.

***

No. 4
Here is a structure of composition C27H25AsF5IrN3O2PS4 at a distorted geometry from the Open Molecules 2025 dataset. Energies are from the ωB97M-V functional and the def2-TZVPD basis.

Values from the calculation:
* E_HOMO (alpha / beta): -0.1444 / -0.1449 Eh
* orbital gap (alpha / beta): 0.159 / 0.176 Ha
* energy relative to the best compared isomer or geometry (same formula, charge and spin): 5.565 eV
* electronic energy: -166866.007 eV
* net charge: -1
* expectation value of S²: 1.195
* largest force on an atom: 2.88 eV/Å
* LUMO level (alpha / beta): 0.39 / 0.83 eV
* multiplicity: 2

Geometry as XYZ:
```
69
Properties=species:S:1:pos:R:3:forces:R:3:mulliken_spin:R:1
Ir -1.67493 -0.77785 -0.00399 1.1 -0.2 1.0 0.94
S -5.67928 -1.33319 3.33105 0.0 0.3 -1.7 -0.01
As -3.88426 -0.38184 2.61100 -1.7 -1.9 1.4 0.00
S -2.52241 -1.98585 1.91223 0.5 0.3 -0.4 -0.31
S -3.84904 -0.05649 0.01994 0.2 0.6 1.4 0.28
S -3.34251 0.17912 4.65098 1.3 1.2 -1.0 0.00
O 0.94025 -3.92768 1.70440 -0.2 0.1 -0.2 0.01
C 0.64830 -3.09790 0.85690 0.9 0.3 0.3 0.01
O -0.47206 -2.93132 0.25437 -0.8 -0.1 -0.3 0.05
C 1.69599 -2.06080 0.37292 -0.6 -0.2 0.1 -0.01
P 0.69740 -1.01768 -0.74747 0.3 0.2 -0.1 -0.02
C 1.88477 0.37140 -0.97274 -0.4 0.2 0.1 0.01
C 1.89195 1.32305 0.04769 -0.1 0.0 0.0 -0.04
C 2.83243 2.33923 0.06637 0.1 0.0 0.0 0.00
C 3.78857 2.41526 -0.93721 0.0 0.0 0.0 0.00
C 3.77916 1.48324 -1.96312 0.1 0.0 0.0 0.00
C 2.83251 0.46796 -1.98667 0.0 -0.1 0.0 0.00
C 0.74160 -1.88489 -2.35338 -0.2 0.1 0.0 -0.01
C 0.77954 -3.27524 -2.43551 0.0 0.0 0.1 0.00
C 0.65104 -3.91140 -3.66099 0.0 0.0 0.0 0.00
C 0.50566 -3.17066 -4.82345 0.0 0.0 0.0 0.00
C 0.49789 -1.78537 -4.75803 0.0 0.0 -0.1 0.00
C 0.60240 -1.14937 -3.53241 0.1 0.0 0.1 0.01
H 2.52379 -2.53855 -0.15297 0.0 0.0 -0.1 0.00
H 2.09974 -1.47865 1.20012 0.0 0.0 0.0 0.00
H 1.15183 1.24376 0.83492 0.1 0.1 -0.1 0.01
H 2.82995 3.06505 0.87038 0.0 0.0 0.0 0.00
H 4.54496 3.18937 -0.90691 0.0 0.0 -0.1 0.00
H 4.51765 1.53865 -2.75356 0.0 0.0 0.0 0.00
H 2.84841 -0.25291 -2.79307 0.0 0.0 0.0 0.00
H 0.88145 -3.87195 -1.54139 -0.1 0.0 0.0 0.00
H 0.64505 -4.99298 -3.70333 0.0 0.0 0.0 0.00
H 0.39486 -3.66953 -5.77795 0.0 0.0 0.0 0.00
H 0.39178 -1.19667 -5.66099 0.0 0.0 0.0 0.00
H 0.57020 -0.06834 -3.48732 0.0 0.0 -0.1 0.00
C 0.72266 -0.02644 5.05039 0.0 0.0 -0.1 0.00
C 0.88896 -1.05075 3.94645 0.1 0.0 0.1 0.00
N 0.26457 -0.56671 2.72096 0.1 0.0 0.0 0.00
C -0.27647 0.66729 2.55850 0.1 -0.1 0.1 0.00
N -1.09594 0.86597 1.55244 -0.1 -0.8 -0.5 0.07
C -1.56908 2.21710 1.28880 -0.1 0.1 0.1 0.01
C -1.69369 3.01058 2.58019 0.1 -0.2 -0.1 0.01
C -0.33224 3.01569 3.24993 -0.2 0.1 -0.1 0.00
N 0.16207 1.65624 3.38528 -0.2 -0.2 0.0 0.00
C 1.06574 1.33859 4.48209 0.0 -0.1 0.0 0.00
H 1.35576 -0.27289 5.90339 0.0 0.0 0.0 0.00
H -0.31779 -0.01275 5.37088 -0.1 0.0 0.1 0.00
H 0.42867 -1.99932 4.22498 0.0 0.0 -0.1 0.00
H 1.95232 -1.23654 3.75659 0.0 0.0 0.0 0.00
H -0.21941 -1.27344 2.18306 -0.2 0.1 0.2 0.00
H -2.53584 2.13995 0.79290 0.1 0.0 0.0 -0.02
H -0.88222 2.72193 0.60081 0.0 0.0 0.0 0.00
H -2.42189 2.52561 3.23437 0.0 0.0 0.0 0.00
H -2.01890 4.03035 2.37045 0.0 0.0 0.0 0.00
H -0.39172 3.46010 4.24505 0.0 0.0 0.0 0.00
H 0.36593 3.61056 2.64614 0.1 0.0 0.1 0.00
H 0.95208 2.10482 5.24943 0.0 0.1 -0.1 0.00
H 2.10716 1.35484 4.13239 0.0 0.0 0.1 0.00
F -0.82323 2.04324 -1.62025 0.0 0.0 0.0 0.00
C -1.47713 1.19101 -2.43528 0.0 -0.1 0.2 0.09
C -1.85638 -0.05999 -1.97806 -0.2 -0.1 -0.4 0.03
C -2.47004 -0.86249 -2.93153 0.0 0.0 0.2 -0.09
F -2.85789 -2.10241 -2.59237 0.0 0.0 -0.1 0.01
C -2.69791 -0.46888 -4.23692 0.0 0.0 0.0 -0.01
F -3.26656 -1.29951 -5.11957 0.0 0.0 0.0 0.00
C -2.30915 0.79505 -4.64226 0.0 0.0 0.1 0.00
F -2.50160 1.19775 -5.90405 0.0 0.0 0.0 0.00
C -1.69754 1.63288 -3.72965 0.1 0.0 0.0 0.01
F -1.29796 2.85359 -4.11636 0.0 0.0 0.0 0.00
```
Forces are in eV/Å.